No. 1
Entry from the OMol25 dataset: C22H13I3N3O5V as an isolated structure (ωB97M-V/def2-TZVPD).

Geometry as ORCA input:
```
! RIJCOSX wB97M-V def2-TZVPD def2/J DEFGRID3
* xyz -1 2
V 0.3658 -0.1008 0.0897
I -0.2933 3.6240 -3.3564
C -1.2067 3.3037 -1.5294
C -2.2491 4.1537 -1.0986
C -2.8726 3.9554 0.0987
I -4.3822 5.2796 0.6601
C -2.5023 2.8760 0.9483
C -3.0777 2.5625 2.2066
C -2.6140 1.4833 2.8979
C -1.5881 0.6819 2.3687
N -1.0161 0.9461 1.2073
C -1.4738 2.0365 0.4943
C -0.7919 2.2470 -0.7480
O 0.1789 1.4194 -1.0513
H -2.5497 4.9798 -1.7285
H -3.8804 3.1715 2.5999
H -3.0472 1.2127 3.8523
H -1.2276 -0.1958 2.8893
O 1.8491 -0.8070 -0.8851
N 2.9626 -1.0207 -0.2765
N 2.8204 -0.7383 1.0174
O 1.6494 -0.2439 1.4939
C 3.8958 -0.8474 1.9105
C 5.1032 -1.4194 1.5134
C 6.1408 -1.5030 2.4274
C 5.9950 -1.0318 3.7289
C 4.7838 -0.4705 4.1082
C 3.7306 -0.3733 3.2075
H 5.2124 -1.7877 0.5039
H 7.0772 -1.9501 2.1154
H 6.8138 -1.1015 4.4338
H 4.6468 -0.0990 5.1169
H 2.7846 0.0619 3.4867
I -0.7814 -1.9871 -7.3718
C -0.9690 -2.0956 -5.2983
C -0.7134 -0.9712 -4.5309
C -0.8148 -1.0615 -3.1469
C -1.1701 -2.2571 -2.5410
C -1.4348 -3.3699 -3.3310
C -1.3358 -3.3011 -4.7132
C -1.2514 -2.4101 -1.0365
O -1.5978 -3.4674 -0.5506
O -0.9929 -1.3317 -0.3467
H -0.4347 -0.0334 -4.9918
H -0.6025 -0.1843 -2.5514
H -1.7213 -4.2894 -2.8379
H -1.5382 -4.1701 -5.3245
*
```

Summary:
Molar mass, g mol⁻¹: 831.02
Total energy, a.u.: -3223.80213
HOMO level (alpha / beta), eV: -2.987 / -3.085

No. 2
Entry from the OMol25 dataset: C22H14AsCsN12 as an isolated structure (ωB97M-V/def2-TZVPD).

Geometry as ORCA input:
```
! RIJCOSX wB97M-V def2-TZVPD def2/J DEFGRID3
* xyz -2 1
Cs 0.1930 -0.1993 0.1103
N 2.5370 3.2256 -0.1658
C 3.2805 2.0642 0.0124
N 4.6091 2.1146 0.0176
N 4.9758 0.8290 0.1968
N 3.9301 0.0757 0.2891
N 2.8085 0.8351 0.1759
C 1.1666 3.4031 -0.1502
N 0.6290 4.6211 -0.2330
N -0.6954 4.3913 -0.2142
N -0.9243 3.1212 -0.1256
N 0.2523 2.4448 -0.0788
H 3.0768 4.0710 -0.1984
C -7.7590 0.9644 -1.8075
C -7.3408 1.4562 -0.5793
C -6.1025 1.0945 -0.0630
C -5.2647 0.2394 -0.7703
C -5.6838 -0.2342 -2.0108
C -6.9248 0.1164 -2.5232
As -3.4969 -0.3645 -0.1326
C -3.5840 0.3656 1.6723
C -3.1776 1.6337 2.0599
C -3.3124 2.0002 3.3961
C -3.8396 1.1067 4.3198
C -4.2289 -0.1680 3.9298
C -4.1006 -0.5480 2.5988
C -4.4440 -1.8711 2.0359
C -4.9312 -2.9575 2.7559
C -5.1681 -4.1608 2.1087
C -4.9098 -4.2910 0.7490
C -4.4217 -3.2107 0.0263
C -4.2059 -2.0017 0.6664
H -8.7256 1.2448 -2.2081
H -7.9794 2.1260 -0.0156
H -5.7900 1.4836 0.8984
H -5.0376 -0.8869 -2.5886
H -7.2356 -0.2689 -3.4871
H -2.7243 2.3161 1.3453
H -2.9872 2.9838 3.7115
H -3.9358 1.4015 5.3583
H -4.6223 -0.8603 4.6649
H -5.1106 -2.8731 3.8213
H -5.5337 -5.0114 2.6712
H -5.0610 -5.2442 0.2583
H -4.1791 -3.3278 -1.0227
N -1.0969 -2.5299 -0.2119
C -0.9267 -3.6782 -0.0789
N -0.7364 -4.9462 0.1550
C -0.8642 -5.8185 -0.8215
N -0.9635 -6.6691 -1.6090
*
```

Summary:
Molar mass, g mol⁻¹: 654.26
Total energy, a.u.: -3759.80795
HOMO level, eV: -2.057

No. 3
Entry from the OMol25 dataset: a 2-piece molecular cluster, C22H14F6NO5S3 overall (ωB97M-V/def2-TZVPD).

Geometry as ORCA input:
```
! RIJCOSX wB97M-V def2-TZVPD def2/J DEFGRID3
* xyz -1 1
F 6.4588 -0.0459 1.9295
C 5.3421 -0.8231 2.0732
F 5.7123 -2.1137 1.8133
F 4.9808 -0.7701 3.3975
C 4.2158 -0.3635 1.1889
C 3.4077 -1.3151 0.5741
C 2.3152 -0.8920 -0.1636
C 2.0096 0.4718 -0.2644
C 0.6845 0.8336 -0.8473
S -1.8605 1.7827 2.4337
C -2.8338 0.2198 2.6549
C -3.4532 -0.3427 1.5480
C -4.1233 -1.5605 1.6804
C -4.1956 -2.1771 2.9334
C -3.5575 -1.6002 4.0377
C -2.8546 -0.3982 3.8914
O -0.5034 1.3694 2.0635
O -2.0122 2.5004 3.6933
C 2.8838 1.4133 0.2818
C 3.9778 0.9985 1.0368
H 3.6237 -2.3731 0.6838
H 1.6748 -1.6259 -0.6622
H -0.1275 0.4569 -0.2065
H -3.4256 0.1762 0.5910
H -4.5848 -2.0147 0.8019
H -4.7402 -3.1172 3.0409
H -3.5959 -2.0848 5.0149
H -2.3294 0.0473 4.7377
H 2.7028 2.4756 0.1182
H 4.6332 1.7227 1.5109
F 0.5844 1.2356 -5.0897
C 1.7565 0.6586 -4.7178
F 1.8254 -0.5988 -5.2305
F 2.7854 1.3895 -5.2581
S 1.9843 0.6431 -2.9300
N -2.3262 -1.8310 -2.3420
C -1.2948 -1.1301 -3.0677
O -0.7148 -1.5720 -4.0545
C -1.0372 0.2503 -2.4932
C 0.3229 0.8028 -2.2617
C 0.3679 2.1609 -1.4682
C -0.8713 2.7745 -1.1090
C -2.0642 2.1341 -1.3227
C -2.1357 0.9295 -2.0511
S -1.6722 -2.6659 -1.1695
O -1.5355 -1.9842 0.1134
O -0.6864 -3.6710 -1.5207
H 1.2312 2.7991 -1.6943
H -0.8233 3.7721 -0.6742
H -3.0076 2.5620 -0.9781
H -3.1142 0.4906 -2.2671
*
```

Summary:
ΔE to the lowest compared entry with this formula, charge and spin, kcal/mol: 23.73
Molar mass, g mol⁻¹: 582.55
Total energy, a.u.: -3071.35996
HOMO level, eV: -3.527

No. 4
Entry from the OMol25 dataset: C22H14I3N4O4Rh as an isolated structure (ωB97M-V/def2-TZVPD).

Geometry as ORCA input:
```
! RIJCOSX wB97M-V def2-TZVPD def2/J DEFGRID3
* xyz 0 5
Rh 0.0500 -0.0278 0.1619
I 0.0256 -1.9026 2.1718
C 1.2039 -0.3476 3.2322
C 1.4247 -0.5247 4.5767
C 2.3657 0.2789 5.2363
C 2.9047 1.3366 4.5602
C 2.6511 1.5686 3.2033
C 3.2292 2.6498 2.5177
C 3.1908 2.6767 1.1522
C 2.5359 1.6825 0.4259
C 1.6976 0.8363 1.1003
C 1.8089 0.6781 2.4800
H 0.9382 -1.3435 5.0690
H 2.6900 0.0800 6.2745
H 3.5606 2.0320 5.0565
H 3.6785 3.4364 3.1089
H 3.7139 3.4839 0.6500
H 2.6647 1.6490 -0.6779
I 1.9169 -4.8467 -0.4111
C 0.2218 -3.8969 -1.2167
C -0.7615 -4.7677 -1.6742
C -1.9106 -4.3052 -2.3265
I -3.2273 -5.8087 -2.9328
C -2.1835 -2.9398 -2.5355
C -3.3553 -2.3653 -3.1271
C -3.4931 -0.9931 -3.1139
C -2.4813 -0.1987 -2.5246
N -1.4205 -0.6884 -1.9380
C -1.1856 -2.0323 -1.9895
C 0.0613 -2.4843 -1.3834
O 0.9247 -1.6038 -0.9345
H -0.6992 -5.8236 -1.4720
H -4.1439 -3.0112 -3.5372
H -4.3303 -0.4905 -3.5653
H -2.5825 0.8913 -2.5129
N -0.6499 2.7893 -0.8228
C -0.5348 3.6152 -1.8940
C 0.0977 2.9069 -2.9117
C 0.3788 1.6130 -2.3889
N -0.1038 1.5263 -1.0923
H -1.0575 2.9087 0.0701
H -0.9102 4.6419 -1.8447
H 0.3085 3.2721 -3.8932
H 0.8187 0.7665 -2.8778
O -3.4646 1.4764 1.6006
N -2.6446 0.7431 1.1317
O -2.7058 -0.3600 0.5898
O -1.2168 1.2228 1.2286
*
```

Summary:
ΔE to the lowest compared entry with this formula, charge and spin, kcal/mol: 41.74
Molar mass, g mol⁻¹: 882.00
Total energy, a.u.: -2370.07454
HOMO level (alpha / beta), eV: -7.082 / -7.711

No. 5
Entry from the OMol25 dataset: C22H14IIrN3O4S as an isolated structure (ωB97M-V/def2-TZVPD).

Geometry as ORCA input:
```
! RIJCOSX wB97M-V def2-TZVPD def2/J DEFGRID3
* xyz 0 2
Ir -0.2999 -0.2478 0.8902
O -1.3404 1.0295 1.9014
C -2.6696 1.0530 1.8739
C -3.2819 1.9107 2.8010
C -4.6504 2.0210 2.8690
C -5.4670 1.2899 2.0027
C -4.8837 0.4581 1.0774
C -3.4894 0.3107 0.9861
C -3.0074 -0.5758 -0.0519
N -1.7753 -0.8765 -0.2324
N -1.4225 -1.7448 -1.2486
C -0.1390 -1.9746 -1.2251
O 0.6937 -1.4269 -0.3787
C 0.4432 -2.8862 -2.2345
C -0.3679 -3.5050 -3.1831
C 0.1921 -4.3574 -4.1186
C 1.5608 -4.5960 -4.1124
C 2.3695 -3.9806 -3.1682
C 1.8137 -3.1252 -2.2296
H -2.6347 2.4692 3.4630
H -5.0954 2.6827 3.6008
H -6.5429 1.3794 2.0552
H -5.5038 -0.1087 0.3935
H -3.7193 -1.0249 -0.7363
H -1.4312 -3.3114 -3.1748
H -0.4389 -4.8386 -4.8543
H 1.9960 -5.2641 -4.8443
H 3.4353 -4.1670 -3.1614
H 2.4318 -2.6405 -1.4871
S -0.0174 -3.3218 4.2318
C -0.3761 -2.4093 2.9881
N -0.7040 -1.7585 2.0519
I 5.9472 5.8492 0.1639
C 4.4689 4.3925 0.3531
C 3.5069 4.2656 -0.6403
C 2.5260 3.2970 -0.5123
C 2.5142 2.4669 0.6024
C 3.4815 2.6000 1.5922
C 4.4643 3.5671 1.4703
C 1.4725 1.4376 0.7388
O 0.5523 1.3002 -0.1470
O 1.4226 0.6466 1.7242
H 3.5239 4.9151 -1.5040
H 1.7665 3.1781 -1.2730
H 3.4555 1.9437 2.4516
H 5.2197 3.6776 2.2352
*
```

Summary:
ΔE to the lowest compared entry with this formula, charge and spin, kcal/mol: 0.00
Molar mass, g mol⁻¹: 735.56
Total energy, a.u.: -2112.23384
HOMO level (alpha / beta), eV: -8.487 / -8.347

No. 6
Entry from the OMol25 dataset: C22H15Cl68I2NO9P2SSi2 as an isolated structure (ωB97M-V/def2-TZVPD).

Geometry as ORCA input:
```
! RIJCOSX wB97M-V def2-TZVPD def2/J DEFGRID3
* xyz 0 1
N 6.1640 0.7543 -0.8539
Si 5.5316 -0.1951 0.5605
C 4.9209 0.9575 2.0289
C 4.1313 0.1253 3.2094
O 3.9073 -1.1962 3.2221
I 3.3439 1.2575 4.9303
O 4.4253 -1.4781 0.1538
Si 2.9211 -0.9391 -0.5587
C 1.7353 0.0024 0.6616
C 1.8201 1.6319 0.5814
C 0.3592 2.3651 0.2250
S -0.9184 2.1804 1.5862
O -1.2060 3.4894 2.3735
O -2.2464 1.7158 0.8700
O -0.5664 0.9602 2.7337
P 3.1085 0.0172 -2.5411
O 3.7117 1.6490 -2.4450
I 0.8454 0.3338 -3.5813
P 1.8250 -2.8579 -0.9746
O 0.4841 -2.6344 -1.7778
O 2.8640 -4.1064 -1.6012
O 1.3276 -3.4148 0.6380
H 5.7128 1.7103 -0.7717
H 7.1920 0.9630 -0.6767
H 6.7370 -0.8610 1.1239
H 5.9350 1.3395 2.5306
H 4.3730 1.9211 1.6551
H 0.6337 -0.2920 0.3068
H 1.8098 -0.4345 1.7704
H 2.6668 2.0658 -0.0977
H 2.0681 2.0095 1.6869
H -0.0330 2.0031 -0.8269
H 0.6143 3.5291 0.1524
H -0.0154 1.3103 3.4989
H 2.9750 2.3314 -2.4492
H 2.6595 -4.9814 -1.1135
H 1.9011 -2.9525 1.3325
C -0.6464 4.2985 -4.2047
Cl -0.0645 5.9444 -4.5612
Cl -2.0046 4.3848 -3.0547
Cl -1.1931 3.5223 -5.7124
Cl 0.6768 3.3425 -3.4904
C -2.4464 5.4556 5.2168
Cl -3.9753 4.7086 4.6888
Cl -2.7892 6.7214 6.4230
Cl -1.3973 4.2119 5.9428
Cl -1.6236 6.1807 3.8125
C -4.7753 1.7160 -6.5590
Cl -4.9460 3.0377 -5.3764
Cl -3.5743 2.1744 -7.7928
Cl -4.2345 0.2380 -5.7239
Cl -6.3466 1.4141 -7.3430
C -7.1467 0.9082 -2.0880
Cl -8.5044 1.7779 -1.3299
Cl -7.1539 -0.7899 -1.5486
Cl -7.3179 0.9691 -3.8604
Cl -5.6104 1.6757 -1.6130
C -8.7044 4.8347 -4.5931
Cl -9.0506 6.2624 -5.6012
Cl -7.3738 5.2099 -3.4690
Cl -10.1604 4.3961 -3.6645
Cl -8.2326 3.4704 -5.6375
C 4.0396 -8.4052 -1.3620
Cl 5.7019 -7.7869 -1.5327
Cl 3.3488 -8.7051 -2.9768
Cl 4.0641 -9.9264 -0.4347
Cl 3.0437 -7.2025 -0.5039
C -0.4604 -10.3798 -1.7426
Cl 1.1105 -10.0656 -0.9629
Cl -0.2020 -11.2839 -3.2561
Cl -1.4866 -11.3385 -0.6460
Cl -1.2636 -8.8313 -2.1055
C -1.0604 -8.4298 2.7157
Cl -2.5449 -7.7124 2.0404
Cl -1.2178 -10.2044 2.7434
Cl 0.3334 -7.9730 1.7042
Cl -0.8123 -7.8296 4.3749
C -3.1604 -3.5168 -4.4921
Cl -4.5181 -2.6471 -3.7340
Cl -3.1676 -5.2150 -3.9527
Cl -3.3316 -3.4560 -6.2645
Cl -1.6242 -2.7493 -4.0171
C -6.4604 8.7831 -1.5469
Cl -7.3352 7.9522 -0.2359
Cl -4.7179 8.4371 -1.4107
Cl -7.0597 8.2033 -3.1215
Cl -6.7287 10.5400 -1.4197
C -2.2604 2.7797 9.5634
Cl -2.6066 4.2074 8.5552
Cl -0.9298 3.1549 10.6875
Cl -3.7164 2.3411 10.4919
Cl -1.7887 1.4154 8.5190
C 8.8396 -3.2758 0.9156
Cl 7.3106 -4.0228 0.3876
Cl 8.4968 -2.0100 2.1218
Cl 9.8887 -4.5195 1.6416
Cl 9.6624 -2.5507 -0.4887
C 3.4396 5.6593 0.1826
Cl 3.6498 4.0984 -0.6505
Cl 1.7397 5.8401 0.6850
Cl 4.4924 5.7124 1.6191
Cl 3.8764 6.9863 -0.9233
C -3.1604 -13.4377 -4.7792
Cl -4.6449 -12.7203 -5.4545
Cl -3.3178 -15.2123 -4.7515
Cl -1.7666 -12.9809 -5.7907
Cl -2.9123 -12.8375 -3.1200
C 7.3396 2.5716 -3.9493
Cl 5.8106 1.8246 -4.4773
Cl 6.9968 3.8374 -2.7430
Cl 8.3887 1.3278 -3.2233
Cl 8.1624 3.2967 -5.3536
C -6.7604 7.7707 4.2552
Cl -8.1181 8.6404 5.0133
Cl -6.7676 6.0726 4.7945
Cl -6.9316 7.8316 2.4827
Cl -5.2242 8.5382 4.7302
C 4.6396 0.6117 8.9552
Cl 4.8498 -0.9491 8.1221
Cl 2.9397 0.7926 9.4577
Cl 5.6924 0.6648 10.3917
Cl 5.0764 1.9388 7.8493
*
```

Summary:
Molar mass, g mol⁻¹: 3252.16
Total energy, a.u.: -35127.30733
HOMO level, eV: -8.996